Record 1
This record from the OMol25 dataset describes a 2-piece molecular cluster, C11H24N2O4 overall. The level of theory is ωB97M-V/def2-TZVPD.

```
41
Properties=species:S:1:pos:R:3:forces:R:3
C 0.9163 0.1966 -2.6120 -0.05 -0.07 -0.01
C 1.7512 1.4668 -2.4582 0.05 0.08 -0.02
C 2.2644 1.6948 -1.0303 -0.05 -0.01 0.09
C 1.1167 1.8238 -0.0213 -0.07 -0.02 -0.14
C 3.2311 2.9015 -0.9573 0.02 -0.04 -0.19
N 4.0635 2.7941 0.2273 0.02 0.08 0.09
C 2.4439 4.2148 -1.1058 -0.19 -0.05 -0.33
O 1.9507 4.5740 -2.1444 0.23 -0.10 0.43
O 2.3035 4.9453 0.0177 0.08 -0.04 0.01
H -0.0327 0.2613 -2.0692 0.13 0.01 -0.03
H 1.4572 -0.6825 -2.2401 -0.07 0.12 -0.02
H 0.6775 0.0190 -3.6655 0.04 0.03 0.12
H 1.1764 2.3424 -2.7803 0.05 -0.13 0.04
H 2.6178 1.4081 -3.1302 -0.10 0.01 0.08
H 2.8793 0.8272 -0.7486 -0.08 0.12 -0.04
H 0.4210 2.6184 -0.3167 0.11 -0.02 0.00
H 0.5505 0.8923 0.0469 0.21 0.30 0.02
H 1.4700 2.0505 0.9916 -0.02 -0.05 -0.09
H 3.8881 2.8579 -1.8335 -0.09 0.03 0.08
H 4.7260 3.5444 0.3672 -0.04 -0.07 -0.01
H 3.5849 2.5424 1.0818 0.01 -0.01 -0.09
H 2.8020 4.4931 0.7180 -0.10 0.07 -0.06
C -3.5126 -1.8761 2.4841 -0.01 0.07 -0.04
C -2.5568 -2.8988 1.8652 0.02 0.02 0.06
C -3.2376 -4.2613 1.7402 0.01 -0.05 -0.02
C -2.0068 -2.4517 0.4901 -0.10 -0.01 0.00
N -1.0608 -3.4351 -0.0123 0.16 0.19 -0.08
C -1.3523 -1.0681 0.6054 0.12 -0.14 0.11
O -0.1789 -0.9232 0.8300 -0.46 -0.17 0.02
O -2.1552 0.0086 0.4602 0.06 -0.09 -0.05
H -3.0340 -0.9128 2.6888 -0.06 -0.15 -0.02
H -3.9076 -2.2549 3.4289 0.04 0.01 -0.05
H -4.3781 -1.7017 1.8281 0.11 -0.02 0.06
H -1.6850 -2.9994 2.5277 -0.08 0.00 -0.08
H -4.1402 -4.1841 1.1205 0.10 0.00 0.06
H -2.5676 -4.9899 1.2783 -0.13 0.10 0.08
H -3.5413 -4.6304 2.7258 0.05 0.07 -0.14
H -2.8511 -2.3976 -0.2143 0.08 0.04 0.09
H -0.1865 -3.2981 0.4928 -0.07 -0.10 -0.05
H -0.8422 -3.2299 -0.9839 -0.03 -0.07 0.10
H -3.0645 -0.2817 0.3075 0.06 0.05 0.00
```
Forces are in eV/Å.

- net charge = 0
- spin multiplicity = 1
- gap between HOMO and LUMO (eV) = 9.8
- LUMO (eV) = 0.52
- F_max (Eh/bohr) = 0.010
- E_HOMO (eV) = -9.330
- SMILES string = CC[C@H](C)[C@H](N)C(=O)O.CC(C)[C@H](N)C(=O)O

Mulliken population analysis, charges in e, atoms 1 to 2: atom 1 (C): -1.184, atom 2 (C): -0.605

---

Record 2
This record from the OMol25 dataset describes an isolated ion of composition C5H8N5O4 and charge +1. The level of theory is ωB97M-V/def2-TZVPD.

```
22
Properties=species:S:1:pos:R:3:forces:R:3
C 1.2430 -1.8347 0.8551 5.56 0.48 1.64
N 1.0236 -1.6742 2.1630 -1.93 -0.26 -1.11
C -0.0986 -0.7234 2.4031 0.55 -1.15 3.65
N 0.4926 0.4521 1.8178 0.44 -1.12 -0.21
N 0.8996 0.2166 0.5647 -2.93 -2.11 -1.48
N -0.1158 0.3644 -0.4927 -2.27 -0.49 -0.05
C -1.5325 0.1286 -0.5798 0.73 -0.68 1.68
O -2.2646 -0.3590 0.2422 0.85 0.56 -0.94
C -1.8969 0.6158 -1.9790 -0.37 0.94 -2.68
O -2.9301 0.5136 -2.5876 1.79 0.07 1.37
N -0.6738 1.2726 -2.4813 -2.98 -0.64 0.19
O -0.4349 1.5219 -3.8058 -0.19 0.32 -0.27
C 0.3335 1.0594 -1.6177 0.88 0.15 0.37
O 1.4695 1.4000 -1.6858 1.57 0.49 -0.32
H 2.3886 -2.0428 0.5595 -2.62 0.58 0.79
H 0.6417 -2.1946 0.0826 -1.96 -0.10 -0.55
H 1.7898 -1.4586 2.7950 0.19 -0.32 -0.51
H -1.0806 -1.0612 2.1280 -0.14 -0.22 -1.47
H -0.2884 -0.7233 3.5495 0.94 0.92 -1.75
H 0.3063 1.3741 2.0417 -0.75 1.90 0.84
H 1.5709 0.7712 0.1194 2.34 1.52 -0.07
H -0.8430 2.3814 -4.0919 0.31 -0.83 0.89
```
Forces are in eV/Å.

- net charge = +1
- spin multiplicity = 1
- gap between HOMO and LUMO (eV) = 9.7
- LUMO (eV) = -4.46
- F_max (Eh/bohr) = 0.113
- E_HOMO (eV) = -14.184
- SMILES string = C=[NH+]CNNN1C(=O)C(=O)N(O)C1=O

Mulliken population analysis, charges in e, atoms 1 to 2: atom 1 (C): -0.133, atom 2 (N): -0.159

---

Record 3
This record from the OMol25 dataset describes C44H59BrO2P2RuSi as an isolated structure. The level of theory is ωB97M-V/def2-TZVPD.

```
110
Properties=species:S:1:pos:R:3:forces:R:3
Ru 0.3664 0.3388 -0.7095 -0.45 -0.09 -0.57
C -0.8693 0.8083 3.7985 0.27 -0.19 -0.14
Si -0.1560 0.3816 2.1109 0.18 0.24 1.79
C 0.9511 -1.1655 2.2639 -0.18 0.23 -0.35
C 0.7646 -1.8643 3.4644 -0.17 0.09 -0.04
C 1.6317 -2.8608 3.8762 0.08 -0.08 0.06
C 2.7205 -3.1981 3.0880 -0.03 -0.03 0.03
C 2.9124 -2.5482 1.8810 -0.05 0.09 -0.01
C 2.0454 -1.5412 1.4567 0.05 0.05 -0.02
P 2.3549 -0.8783 -0.2230 0.45 -0.76 0.42
C 4.1206 -0.2976 -0.2257 -0.40 0.27 -0.14
C 4.4550 0.4619 1.0622 0.20 -0.11 0.04
C 5.9249 0.8923 1.0695 -0.09 0.11 -0.07
C 6.2786 1.7243 -0.1614 0.05 -0.18 0.01
C 5.9017 0.9818 -1.4401 -0.10 0.12 0.08
C 4.4150 0.6248 -1.4179 0.13 -0.09 -0.05
C 2.1127 -2.4460 -1.2450 -0.17 0.18 -0.15
C 3.3558 -3.2098 -1.7161 0.14 0.07 0.01
C 4.0856 -2.5794 -2.9026 -0.12 -0.06 -0.04
C 3.1248 -2.2130 -4.0359 0.06 0.08 0.11
C 1.9377 -1.3910 -3.5351 -0.08 -0.17 0.02
C 1.1947 -2.1611 -2.4457 0.25 0.21 0.01
C 0.9758 1.8962 1.7450 -0.50 -0.05 -0.58
C 1.9030 2.0648 2.7776 0.04 -0.15 0.08
C 2.6932 3.1986 2.8575 0.00 -0.05 0.04
C 2.5784 4.1940 1.8967 0.00 0.01 -0.08
C 1.6774 4.0456 0.8550 0.01 0.03 0.00
C 0.8712 2.9109 0.7699 0.00 -0.08 -0.07
P -0.3844 2.6448 -0.5297 0.30 0.76 0.01
C -1.8587 3.5203 0.2171 -0.09 -0.38 -0.14
C -1.6836 5.0262 0.4561 0.05 0.00 -0.12
C -1.9584 5.8947 -0.7710 -0.10 -0.02 0.07
C -3.3047 5.5614 -1.4098 0.15 -0.08 -0.07
C -3.4044 4.0731 -1.7345 -0.03 0.07 0.12
C -3.1862 3.2173 -0.4877 0.06 -0.02 -0.15
C 0.2094 3.2308 -2.1994 -0.07 -0.23 0.22
C -0.4491 2.2984 -3.2444 0.00 0.09 -0.01
C 0.1883 2.4170 -4.6460 0.08 0.09 -0.03
C 1.1574 3.5919 -4.7301 0.01 -0.13 0.05
C 2.2688 3.4478 -3.6897 -0.09 0.04 -0.08
C 1.7266 3.0335 -2.3059 -0.11 0.00 -0.01
H -0.0943 1.0469 4.5276 -0.03 -0.04 0.00
H -1.4683 -0.0128 4.1977 -0.03 0.03 -0.03
H -1.5259 1.6765 3.7174 0.04 0.03 -0.11
H -0.0736 -1.6145 4.1016 0.07 -0.03 0.03
H 1.4653 -3.3613 4.8207 -0.02 -0.02 -0.02
H 3.4118 -3.9679 3.4039 -0.01 0.00 0.01
H 3.7557 -2.8283 1.2610 0.01 -0.01 0.01
H 4.7406 -1.1979 -0.2973 -0.05 -0.05 0.00
H 4.2526 -0.1458 1.9442 -0.07 0.01 0.03
H 3.8208 1.3489 1.1142 -0.06 0.06 0.02
H 6.5609 0.0028 1.1061 0.01 0.00 0.02
H 6.1218 1.4659 1.9772 0.03 -0.06 0.02
H 7.3442 1.9548 -0.1592 -0.02 0.07 0.00
H 5.7341 2.6741 -0.1261 0.04 0.03 0.00
H 6.4944 0.0655 -1.5229 0.02 0.00 -0.05
H 6.1226 1.5917 -2.3173 0.01 -0.02 -0.01
H 4.1224 0.1716 -2.3651 -0.02 0.08 0.02
H 3.8352 1.5451 -1.2950 -0.02 -0.02 0.00
H 1.5786 -3.0842 -0.5376 -0.04 0.04 0.02
H 2.9985 -4.1985 -2.0205 0.00 -0.02 0.06
H 4.0504 -3.3759 -0.8900 0.00 -0.05 0.00
H 4.8232 -3.2928 -3.2717 0.04 0.03 0.02
H 4.6420 -1.6972 -2.5843 0.03 -0.04 -0.01
H 2.7394 -3.1315 -4.4875 0.01 0.02 -0.06
H 3.6581 -1.6693 -4.8166 0.00 -0.04 -0.03
H 1.2627 -1.1691 -4.3642 0.00 0.06 0.03
H 2.2860 -0.4318 -3.1239 -0.04 0.02 -0.11
H 0.8482 -3.1149 -2.8512 -0.08 -0.01 0.04
H 0.2859 -1.6214 -2.1296 -0.06 -0.14 -0.05
H 2.0064 1.2951 3.5356 0.05 0.04 0.01
H 3.3987 3.3034 3.6713 -0.01 0.02 0.00
H 3.1878 5.0859 1.9589 0.00 0.00 0.01
H 1.5904 4.8281 0.1109 -0.01 0.02 0.02
H -1.8688 3.0221 1.1949 0.01 -0.01 -0.01
H -0.7010 5.2441 0.8714 0.05 0.03 0.08
H -2.4100 5.2912 1.2305 0.01 -0.03 0.03
H -1.1617 5.7782 -1.5105 0.02 0.01 -0.02
H -1.9437 6.9410 -0.4628 0.06 0.00 -0.03
H -3.4330 6.1462 -2.3211 -0.07 0.04 0.04
H -4.1123 5.8394 -0.7271 -0.01 0.01 0.00
H -2.6589 3.8218 -2.4956 -0.08 0.05 -0.01
H -4.3845 3.8466 -2.1561 0.03 -0.04 -0.06
H -3.2545 2.1539 -0.7338 -0.06 -0.01 0.01
H -3.9885 3.4297 0.2250 0.00 -0.04 0.02
H -0.0669 4.2662 -2.3847 -0.02 0.05 0.04
H -1.5237 2.4742 -3.2992 0.02 -0.10 0.05
H -0.3314 1.2518 -2.8934 -0.04 0.04 -0.05
H -0.5935 2.5219 -5.3971 -0.01 -0.05 0.00
H 0.7339 1.5007 -4.8843 -0.03 -0.02 0.00
H 0.6150 4.5275 -4.5752 0.02 0.03 -0.04
H 1.5901 3.6392 -5.7286 -0.01 0.07 0.00
H 2.8052 4.3931 -3.6019 0.03 -0.02 0.03
H 2.9957 2.7067 -4.0299 0.01 0.00 0.01
H 2.2596 3.5727 -1.5264 0.03 -0.11 0.01
H 1.9130 1.9578 -2.1281 0.08 0.07 -0.04
Br -6.6164 -0.4201 -2.5896 0.11 -0.04 0.23
C -5.7302 -0.4531 -0.9145 -0.12 0.02 -0.29
C -6.4677 -0.4002 0.2609 0.06 0.01 0.00
C -5.8085 -0.3841 1.4831 -0.01 0.00 0.06
C -4.4262 -0.3921 1.5358 0.08 0.04 0.06
C -3.6989 -0.4556 0.3491 0.00 0.03 -0.07
C -4.3503 -0.5046 -0.8830 0.08 -0.11 -0.01
C -2.2332 -0.3854 0.3404 -0.34 -0.06 0.24
O -1.5480 -0.8474 -0.5817 0.61 0.50 -0.03
O -1.6978 0.2567 1.3590 0.07 -0.31 -0.33
H -7.5476 -0.3690 0.2200 0.00 0.00 -0.01
H -6.3805 -0.3504 2.4002 -0.02 -0.02 -0.02
H -3.9148 -0.3718 2.4891 0.00 0.05 -0.02
H -3.7725 -0.5681 -1.7953 -0.05 0.03 -0.02
```
Forces are in eV/Å.

- net charge = +2
- spin multiplicity = 5
- gap between HOMO and LUMO (spin up / spin down) (eV) = 8.5 / 6.2
- LUMO (spin up / spin down) (eV) = -5.19 / -7.45
- F_max (Eh/bohr) = 0.035
- ⟨S²⟩ = 6.01
- E_HOMO (spin up / spin down) (eV) = -13.663 / -13.666

Mulliken population analysis, charges in e, atoms 1 to 2: atom 1 (Ru): -0.449, atom 2 (C): -1.593

---

What is the F_max in the second record? 0.113 Eh/bohr